No. 1
C18H18I2NO2Ru | ωB97M-V with the def2-TZVPD basis set

Spin multiplicity: 2
Kohn-Sham gap (alpha / beta) (eV): 7.47 / 5.87
Charge: +2
Energy relative to the best compared isomer or geometry (same formula, charge and spin) (kcal/mol): 0.0
Expectation value of S²: 0.78
Strongest force on any atom (eV/Å): 0.34
Energy (Ha): -1591.69540

Geometry as XYZ:
```
42
Properties=species:S:1:pos:R:3:mulliken_spin:R:1
Ru -0.94838 -0.00863 0.29337 0.007
C -3.64656 1.57391 -0.95877 0.001
C -3.00582 0.84553 0.17842 0.000
C -3.09739 -0.54084 0.32762 -0.003
C -2.44735 -1.21708 1.39956 0.006
C -1.66388 -0.51111 2.31305 -0.005
C -1.53675 0.90364 2.16972 0.003
C -2.20220 1.55504 1.13002 -0.002
H -4.56724 2.04572 -0.60992 0.000
H -3.90213 0.89825 -1.77275 0.000
H -2.98927 2.35517 -1.33822 0.000
H -3.63147 -1.11636 -0.41677 0.000
H -2.51086 -2.29466 1.47291 0.000
H -1.13206 -1.03259 3.09645 -0.001
H -0.89369 1.47122 2.82732 0.000
H -2.02693 2.61341 0.98444 0.000
I 0.47649 3.53880 -3.34006 0.063
C 1.60885 2.53646 -1.96102 0.128
C 2.97695 2.76739 -1.85565 -0.088
C 3.77166 2.09013 -0.93895 0.229
I 5.77477 2.51815 -0.88918 0.112
C 3.18881 1.11618 -0.05168 -0.017
C 3.89580 0.34432 0.88816 0.039
C 3.21788 -0.56309 1.66062 0.011
C 1.83411 -0.69437 1.51662 -0.009
N 1.14266 0.03046 0.65157 0.014
C 1.80826 0.90976 -0.13320 0.122
C 0.98660 1.59124 -1.10065 0.153
O -0.24561 1.29818 -1.15042 0.229
H 3.43439 3.49548 -2.51170 0.002
H 4.96582 0.46448 0.99298 0.006
H 3.73513 -1.17798 2.38315 0.001
H 1.27898 -1.39912 2.12086 -0.003
C 0.00236 -3.54682 -0.10572 0.001
C -0.78089 -2.87268 -1.20322 -0.003
O -0.46909 -1.44203 -1.21971 0.005
H -0.31226 -4.58748 -0.02776 0.000
H -0.17660 -3.07734 0.86281 0.000
H 1.07070 -3.52850 -0.31584 0.000
H -1.85852 -2.99202 -1.08317 0.000
H -0.49511 -3.26369 -2.17835 0.000
H -0.63012 -1.09652 -2.10697 -0.001
```

No. 2
C18H18N2 | ωB97M-V with the def2-TZVPD basis set

Spin multiplicity: 1
Kohn-Sham gap (eV): 6.77
Charge: 0
Energy relative to the best compared isomer or geometry (same formula, charge and spin) (kcal/mol): 67.6
Strongest force on any atom (eV/Å): 3.37
Energy (Ha): -806.13896

Geometry as XYZ:
```
38
Properties=species:S:1:pos:R:3:lowdin_charge:R:1
C -5.32383 -1.20637 1.02520 -0.055
C -3.92282 -0.67831 0.91180 -0.271
C -3.69826 0.70431 1.01051 -0.041
C -2.42210 1.21295 0.84611 -0.019
C -1.32029 0.38905 0.47163 -0.207
C -0.03285 0.98360 0.18023 -0.020
C 1.21608 0.41284 0.65632 -0.190
C 2.38279 1.22302 0.57585 -0.028
C 3.65964 0.71568 0.68724 -0.043
C 3.86206 -0.63486 0.98560 -0.272
C 5.25671 -1.20667 0.95891 -0.050
C 2.74144 -1.44967 1.19378 -0.026
C 1.44566 -0.92161 1.11662 -0.006
C -1.56390 -1.00754 0.38752 -0.012
C -2.85157 -1.51429 0.55881 -0.027
H -5.30295 -2.30256 1.03038 0.076
H -5.85747 -0.81627 1.90600 0.086
H -5.87810 -0.88609 0.12966 0.091
H -4.53460 1.35240 1.28834 0.119
H -2.22157 2.25284 1.11977 0.117
H -0.03555 2.09647 0.33460 0.140
H 2.24374 2.28770 0.38718 0.122
H 4.53612 1.35016 0.52401 0.122
H 5.19439 -2.29846 0.89843 0.076
H 5.79987 -0.86693 0.06396 0.087
H 5.79888 -0.88443 1.85922 0.089
H 2.89460 -2.49741 1.45092 0.114
H 0.62553 -1.52897 1.45493 0.090
H -0.70946 -1.67119 0.21522 0.102
H -3.03374 -2.58712 0.45169 0.114
N -0.64188 1.64355 -3.96191 -0.003
C 0.55060 1.01625 -4.01521 -0.193
C 0.97153 0.81623 -2.65897 -0.150
N -0.00882 1.28396 -1.80624 0.028
C -0.96252 1.80463 -2.65025 -0.228
H 1.09938 0.71465 -4.91517 0.085
H 1.91292 0.38506 -2.32728 0.084
H -1.86965 2.31341 -2.34542 0.097
```

No. 3
C18H18N2O3S3 | ωB97M-V with the def2-TZVPD basis set

Spin multiplicity: 1
Kohn-Sham gap (eV): 8.03
Charge: 0
Strongest force on any atom (eV/Å): 18.92
Energy (Ha): -2225.90922

Geometry as XYZ:
```
44
Properties=species:S:1:pos:R:3:lowdin_charge:R:1
C -6.70144 0.35330 -1.08096 0.017
C -5.30278 0.08306 -1.33174 -0.374
C -4.43931 1.08321 -1.11977 -0.060
C -2.95436 0.97528 -1.35074 0.053
C -2.36200 -0.32950 -1.82047 -0.408
C -3.21821 -1.24901 -1.78522 -0.112
C -4.56205 -0.93759 -1.60434 -0.094
H -5.25582 -2.11114 -1.70715 0.193
H -2.80356 -2.40308 -1.95996 0.182
N -1.04881 -0.49709 -1.81538 -0.062
S -0.29211 -1.63557 -0.48897 0.863
O -0.82637 -2.97302 -0.75739 -0.290
O 1.13686 -1.51097 -1.12752 -0.353
C -0.70535 -0.97819 1.02340 -0.693
C -1.83959 -0.95166 1.47067 -0.060
C -1.73585 -0.14801 2.85783 -0.095
C -0.51474 0.10736 3.03338 -0.513
S 0.64591 -0.31377 1.92118 1.109
H -0.24129 0.30795 4.12750 0.125
H -2.63390 -0.00732 3.54962 0.138
H -2.73331 -1.21640 1.03377 0.104
C -0.06785 0.65462 -2.05103 -0.196
H 0.59742 0.06772 -2.73096 0.145
H -0.69476 1.39264 -2.69527 0.199
C 0.55939 0.98632 -1.00022 -0.485
O -0.19391 1.63546 -0.10785 -0.058
N 1.87528 1.55583 -1.35591 0.164
H 2.30896 0.89689 -1.78769 0.017
C 2.69300 2.22160 -0.10700 -0.146
C 3.61177 1.24070 0.42157 -0.528
C 3.67349 -0.28607 0.47653 -0.137
C 4.87629 -0.82605 1.01234 -0.175
C 5.56838 0.22536 1.64968 -0.407
S 5.05669 1.84905 1.18991 1.000
H 6.55613 0.14794 2.12588 0.057
H 4.92958 -1.83873 1.33737 0.091
H 2.95617 -0.95814 -0.15066 0.095
H 1.86037 2.63691 0.75585 0.194
H 3.13723 2.99179 -0.47702 0.025
H -2.17851 1.87543 -0.97041 0.152
H -4.75886 2.31581 -0.94473 0.174
H -7.11437 -0.00722 -1.71070 -0.064
H -6.85753 -0.10033 -0.16007 0.100
H -6.83370 1.42842 -1.19501 0.111
```

No. 4
C18H18N2O4 | ωB97M-V with the def2-TZVPD basis set

Spin multiplicity: 1
Kohn-Sham gap (eV): 7.95
Charge: 0
Energy relative to the best compared isomer or geometry (same formula, charge and spin) (kcal/mol): 143.4
SMILES string: C#Cc1cccc2nccnc12.O=C1CCCO1.O=C1CCCO1
Strongest force on any atom (eV/Å): 4.72
Energy (Ha): -1107.02820

Geometry as XYZ:
```
42
Properties=species:S:1:pos:R:3:lowdin_charge:R:1
C -0.08179 3.01339 -2.99108 0.073
C -0.96262 2.17590 -3.16443 -0.094
C -2.24450 1.32193 -2.91590 -0.138
C -3.46964 1.68289 -3.66482 -0.020
C -4.73239 0.84892 -3.36312 -0.058
C -4.65795 -0.26527 -2.37789 -0.008
C -3.37777 -0.62622 -1.60428 -0.194
N -3.46234 -1.69770 -0.69660 0.094
C -2.24269 -1.84990 -0.06629 -0.062
C -0.98839 -1.03958 -0.32730 -0.065
N -0.92572 -0.02407 -1.25646 0.093
C -2.16069 0.19466 -1.88973 -0.161
H 0.64006 3.84677 -2.77205 0.049
H -3.45036 2.54140 -4.39125 0.106
H -5.67521 1.13945 -3.91269 0.092
H -5.60122 -0.86430 -2.18204 0.103
H -2.16733 -2.68201 0.70726 0.089
H -0.05334 -1.26773 0.25960 0.104
O -1.48143 -4.03190 2.25951 0.107
C -0.89737 -3.28604 2.99992 -0.471
C -0.56877 -3.55510 4.44612 -0.075
C -0.21157 -2.17117 4.95469 -0.160
C 0.33037 -1.49851 3.71271 -0.151
O -0.39894 -2.07895 2.62148 -0.003
H 0.28059 -4.23981 4.49652 0.136
H -1.42762 -3.96851 4.97256 0.130
H 0.49607 -2.17690 5.78432 0.120
H -1.11796 -1.65816 5.28881 0.122
H 1.39548 -1.69566 3.56375 0.132
H 0.17029 -0.42013 3.72809 0.130
O 5.34405 2.05461 1.27694 0.116
C 4.71474 1.93961 0.26133 -0.483
C 4.93480 2.72422 -1.00871 -0.082
C 3.65210 2.45803 -1.77186 -0.172
C 3.25001 1.08896 -1.26997 -0.159
O 3.71322 1.03499 0.08717 0.025
H 5.80852 2.32433 -1.52780 0.134
H 5.06559 3.78432 -0.79689 0.127
H 3.76975 2.50141 -2.85534 0.119
H 2.89561 3.19451 -1.48520 0.108
H 3.72755 0.28256 -1.83378 0.129
H 2.16880 0.94477 -1.29528 0.116
```

No. 5
C18H18N2OS | ωB97M-V with the def2-TZVPD basis set

Spin multiplicity: 1
Kohn-Sham gap (eV): 7.93
Charge: 0
Energy relative to the best compared isomer or geometry (same formula, charge and spin) (kcal/mol): 74.1
SMILES string: O=C(/C=N/N1CCCC1)c1ccc(Sc2ccccc2)cc1
Strongest force on any atom (eV/Å): 3.72
Energy (Ha): -1279.58760

Geometry as XYZ:
```
40
Properties=species:S:1:pos:R:3:lowdin_charge:R:1
O -1.20437 -3.71132 1.48556 0.069
C -0.98583 -2.51271 1.34173 -0.363
C -0.46396 -1.79184 2.48667 -0.052
N 0.10487 -0.60138 2.39694 0.107
N 0.64247 -0.00590 3.51882 -0.160
C 1.06221 -0.63385 4.78735 -0.141
C 1.79430 0.49970 5.54677 -0.163
C 1.40510 1.81342 4.84052 -0.174
C 1.18962 1.34124 3.41424 -0.176
C -1.36430 -1.84692 0.08494 -0.132
C -1.76951 -2.63061 -1.00655 -0.005
C -2.10156 -2.05413 -2.22077 -0.097
C -2.10934 -0.68654 -2.39044 -0.559
S -2.51212 0.05579 -3.93635 1.006
C -0.96432 0.62448 -4.50427 -0.537
C 0.26831 0.08570 -4.08905 -0.072
C 1.47910 0.60897 -4.57223 -0.092
C 1.49820 1.63488 -5.47828 -0.109
C 0.28524 2.16108 -5.86690 -0.104
C -0.92859 1.68698 -5.40343 -0.123
C -1.75081 0.12848 -1.31470 -0.084
C -1.40343 -0.44625 -0.10187 -0.012
H -0.40644 -2.26673 3.42352 0.093
H 0.20754 -0.98220 5.36117 0.109
H 1.76951 -1.47637 4.62196 0.127
H 2.85829 0.36141 5.51207 0.100
H 1.46722 0.55632 6.57931 0.103
H 2.15434 2.64021 4.87655 0.122
H 0.49535 2.24014 5.28041 0.110
H 0.52679 2.03654 2.89625 0.119
H 2.14191 1.26743 2.91166 0.113
H -1.68505 -3.71534 -0.94865 0.122
H -2.33706 -2.67476 -3.10727 0.118
H 0.36959 -0.72784 -3.37201 0.108
H 2.44945 0.28355 -4.22269 0.103
H 2.42580 2.07914 -5.84450 0.108
H 0.20322 3.04853 -6.49531 0.106
H -1.85254 2.17166 -5.72527 0.106
H -1.73578 1.18593 -1.48122 0.106
H -1.22342 0.25313 0.71532 0.099
```

No. 6
C18H18N4O4S | ωB97M-V with the def2-TZVPD basis set

Spin multiplicity: 1
Kohn-Sham gap (eV): 9.13
Charge: 0
Energy relative to the best compared isomer or geometry (same formula, charge and spin) (kcal/mol): 24.0
SMILES string: CC(=O)Nc1ccc(S(=O)(=O)N[C@H](C)c2nc(-c3ccccc3)no2)cc1
Strongest force on any atom (eV/Å): 1.17
Energy (Ha): -1614.89434

Geometry as XYZ:
```
45
Properties=species:S:1:pos:R:3:lowdin_charge:R:1
C -4.51173 -2.25016 -0.08827 0.009
C -3.04590 -2.41062 -0.42901 -0.508
O -2.64622 -3.03112 -1.38243 0.080
N -2.23802 -1.77698 0.48116 0.130
C -0.85146 -1.66509 0.49621 -0.214
C -0.03414 -2.25173 -0.47092 0.013
C 1.33624 -2.07431 -0.41013 -0.043
C 1.88477 -1.30928 0.60065 -0.297
S 3.64112 -1.03780 0.66901 0.668
O 3.91792 -0.05957 1.68386 -0.292
O 4.33583 -2.28827 0.73919 -0.284
N 4.00403 -0.47105 -0.87840 -0.082
C 3.66141 0.87819 -1.30193 -0.314
C 4.27230 1.99263 -0.45690 -0.040
C 2.17249 0.94948 -1.30791 -0.323
N 1.38080 1.49844 -0.44491 0.240
C 0.13520 1.20357 -0.93244 -0.301
C -1.09245 1.58087 -0.26408 -0.176
C -2.32421 1.22452 -0.81036 -0.029
C -3.48926 1.57088 -0.15272 -0.091
C -3.43465 2.26296 1.04821 -0.085
C -2.20930 2.61631 1.59175 -0.076
C -1.03800 2.28026 0.93908 -0.031
N 0.18580 0.52116 -2.04669 0.160
O 1.50574 0.35291 -2.30296 0.058
C 1.09038 -0.73909 1.57748 -0.055
C -0.27625 -0.92024 1.52940 -0.017
H -4.72630 -2.73210 0.86345 0.087
H -4.76922 -1.19616 -0.01416 0.065
H -5.11141 -2.71621 -0.86437 0.087
H -2.70390 -1.28050 1.22862 0.142
H -0.47932 -2.82557 -1.26597 0.107
H 1.98608 -2.51153 -1.15111 0.126
H 4.95117 -0.73860 -1.09873 0.115
H 3.98829 0.96778 -2.34716 0.160
H 5.35672 1.95023 -0.52229 0.087
H 3.92947 2.95895 -0.81645 0.087
H 3.97734 1.86891 0.58029 0.061
H -2.34402 0.68222 -1.74234 0.118
H -4.44658 1.31023 -0.58068 0.101
H -4.34850 2.53162 1.55784 0.102
H -2.16991 3.15867 2.52469 0.104
H -0.07384 2.54606 1.34260 0.114
H 1.55992 -0.14914 2.34749 0.118
H -0.90846 -0.47172 2.28232 0.119
```